[1]
The following is a quantum chemistry calculation of a structure of composition C57H46Cl4N8OSSn, from the OMol25 dataset.

Output
2S+1: 1
Total charge: 0
Kohn-Sham gap (hartree): 0.177
E_LUMO (Ha): -0.061
Highest occupied orbital energy (eV): -6.5

Cartesian coordinates (Å):
Sn -0.04259 0.06223 -0.33285
Cl -5.77682 4.05971 -6.55590
C -4.58877 3.15222 -5.66559
C -4.08661 1.97881 -6.20040
C -3.13489 1.26071 -5.48968
C -2.68183 1.69707 -4.24667
C -3.20586 2.88644 -3.73406
C -4.15603 3.61527 -4.43430
C -1.64073 0.97137 -3.45285
C -1.87545 -0.33002 -3.01982
C -3.01104 -1.14870 -3.48448
C -2.79126 -2.39287 -3.05576
C -1.57405 -2.34656 -2.23047
C -1.04818 -3.43655 -1.59054
C -1.57293 -4.79161 -1.97000
C -2.77235 -5.28811 -1.47007
C -3.24437 -6.54107 -1.84089
C -2.50137 -7.31081 -2.71746
Cl -3.08293 -8.88264 -3.18546
C -1.30138 -6.84558 -3.22919
C -0.84798 -5.58854 -2.85472
C -0.00930 -3.39319 -0.59998
N 0.50848 -2.31456 -0.01685
C 1.42135 -2.79569 0.94482
C 2.15572 -2.03854 1.76248
C 3.08968 -2.36654 2.90180
C 2.33333 -2.72444 4.21674
C 3.20574 -3.39192 5.23186
C 4.42662 -3.81801 4.93710
Cl 5.42498 -4.58151 6.14632
C 5.00580 -3.73797 3.58565
C 4.36593 -3.08688 2.61874
C 3.13282 0.07853 0.91026
C 4.08223 1.17962 1.23617
C 4.05928 2.04164 0.22159
C 3.01679 1.58726 -0.71852
N 2.42153 0.51178 -0.29060
C 2.73771 2.33904 -1.94720
C 1.61268 2.21765 -2.68848
C 1.30164 3.00833 -3.89428
C 0.05325 2.68937 -4.23755
C -0.40111 1.64558 -3.29025
N 0.54140 1.38932 -2.39208
C 3.78012 3.32461 -2.35863
C 5.05913 2.88576 -2.70017
C 6.04341 3.78033 -3.08876
C 5.74769 5.13404 -3.12966
Cl 6.97492 6.26333 -3.61429
C 4.49005 5.59829 -2.78675
C 3.51406 4.69015 -2.40023
C 1.42767 -4.24766 0.92525
C 0.54992 -4.61982 -0.01748
N -1.06270 -1.07906 -2.22797
H -4.43124 1.63632 -7.16729
H -2.72033 0.35794 -5.92328
H -2.87785 3.22953 -2.75830
H -4.56456 4.52998 -4.02555
H -3.84312 -0.79409 -4.07073
H -3.39517 -3.26805 -3.23861
H -3.35076 -4.68388 -0.78450
H -4.18076 -6.91811 -1.45135
H -0.73444 -7.45790 -3.91796
H 0.08689 -5.21379 -3.25644
H 1.40389 -3.28592 4.08275
H 2.80059 -3.53343 6.22851
H 5.94949 -4.23759 3.40688
H 4.77339 -3.05316 1.61225
H 4.73502 1.20123 2.09595
H 4.66201 2.92764 0.09299
H 1.96816 3.69823 -4.38663
H -0.51895 3.05979 -5.07468
H 5.28389 1.82484 -2.66929
H 7.03139 3.43451 -3.36253
H 4.27963 6.65914 -2.81562
H 2.53057 5.04819 -2.11762
H 2.03549 -4.86850 1.56886
H 0.28066 -5.62183 -0.31257
C -2.94036 -3.06528 1.66886
C -2.45491 -1.63321 1.64111
O -2.50188 -0.95767 0.61837
N -1.97210 -1.17631 2.81633
C -1.26479 0.08984 2.99299
C 0.22886 -0.15751 3.11121
C 0.67032 -0.71859 4.27013
C 2.07737 -1.19107 4.46738
C 3.01920 -0.83966 3.28781
C 2.21998 -0.52367 1.97876
N 0.95028 0.12927 1.99634
H -3.57315 -3.22554 0.80292
H -3.49561 -3.29244 2.58010
H -2.07966 -3.73915 1.60776
H -1.88760 -1.83643 3.57119
H -1.64783 0.56015 3.89654
H -1.49349 0.71597 2.13274
H -0.03256 -0.88900 5.08207
H 2.48171 -0.87255 5.43048
H 3.90595 -0.25393 3.51911
H 3.78843 -0.74749 0.57117
C -3.90437 4.15985 3.67330
N -3.44629 3.01610 2.88645
C -4.54898 2.21630 2.37313
C -2.33292 3.19007 2.08327
S -2.34846 2.85993 0.44487
N -1.22412 3.62808 2.72796
C -0.00315 3.92837 1.99071
C -1.00077 3.43706 4.15837
H -4.65725 4.72409 3.11073
H -3.08445 4.83248 3.90350
H -4.35579 3.82192 4.60757
H -5.17812 1.93618 3.21977
H -4.16826 1.32035 1.88993
H -5.15205 2.76946 1.64570
H -0.24697 4.35075 1.02139
H 0.58796 3.01864 1.83860
H 0.57846 4.64703 2.57052
H -1.83308 2.91143 4.61156
H -0.86162 4.39508 4.66597
H -0.09520 2.84050 4.30016

Cartesian forces, eV/Å:
Sn -0.3 0.2 0.4
Cl 0.0 0.0 0.0
C 0.0 0.0 0.0
C 0.0 -0.1 0.0
C 0.1 0.0 -0.1
C 0.1 0.0 0.1
C 0.0 -0.1 0.0
C 0.0 0.0 0.0
C -0.3 -0.1 -0.1
C 0.2 0.2 0.1
C -0.1 0.0 0.0
C -0.1 0.1 -0.1
C 0.2 0.0 0.0
C -0.1 -0.2 0.0
C 0.1 0.1 0.1
C 0.0 -0.1 0.0
C 0.0 0.1 0.0
C 0.0 0.0 0.0
Cl 0.0 0.0 0.0
C 0.1 0.0 0.0
C 0.0 0.0 0.0
C 0.1 0.1 0.1
N 0.0 -0.2 -0.2
C 0.1 0.0 0.0
C -0.1 0.2 0.1
C 0.1 0.0 0.0
C 0.0 0.1 -0.1
C -0.1 0.1 0.0
C 0.1 0.0 -0.1
Cl 0.0 0.0 0.0
C 0.0 -0.1 0.1
C -0.2 0.1 -0.1
C 0.1 -0.2 -0.1
C -0.1 0.0 0.0
C 0.0 0.1 -0.1
C 0.0 0.0 0.2
N 0.3 0.0 -0.2
C 0.1 0.1 0.0
C 0.0 0.1 0.1
C 0.0 0.0 0.1
C -0.1 0.0 0.0
C 0.2 -0.1 0.1
N -0.1 0.0 -0.4
C 0.0 -0.1 0.0
C 0.0 0.0 0.0
C 0.0 0.0 0.0
C 0.0 0.0 0.0
Cl 0.0 0.0 0.0
C 0.0 0.0 0.0
C 0.0 0.0 0.0
C 0.0 0.1 0.0
C -0.1 -0.1 -0.1
N -0.2 -0.1 -0.2
H 0.0 0.0 0.0
H 0.0 0.0 0.0
H 0.0 0.0 0.0
H 0.0 0.0 0.0
H 0.0 0.0 0.0
H 0.0 0.0 0.0
H 0.0 0.0 0.0
H 0.0 0.0 0.0
H 0.0 0.0 0.0
H 0.0 0.0 0.0
H 0.0 -0.1 0.0
H 0.0 0.0 0.0
H 0.0 0.0 0.0
H 0.0 0.0 0.1
H 0.0 0.0 0.0
H 0.0 0.0 0.0
H 0.0 0.0 0.0
H 0.0 0.0 0.0
H 0.0 0.0 0.0
H 0.0 0.0 0.0
H 0.0 0.0 0.0
H 0.0 0.0 0.0
H 0.0 0.0 -0.1
H 0.0 0.0 0.0
C 0.1 0.0 0.0
C 0.0 0.0 0.0
O 0.0 -0.1 0.1
N 0.0 0.1 0.0
C 0.1 -0.1 0.0
C -0.1 0.0 0.1
C 0.1 -0.1 -0.1
C -0.1 -0.1 -0.1
C 0.0 0.1 0.0
C 0.0 -0.2 0.0
N 0.0 0.0 0.2
H -0.1 0.0 0.0
H 0.0 0.0 0.0
H 0.0 0.0 0.0
H 0.0 0.0 0.0
H 0.0 0.1 0.0
H 0.0 0.0 0.0
H 0.0 0.1 0.0
H 0.0 0.0 0.0
H 0.0 0.0 0.0
H 0.0 0.1 -0.1
C 0.0 -0.1 0.0
N 0.0 0.0 0.0
C 0.1 0.1 0.0
C 0.1 0.0 0.0
S 0.0 0.0 0.0
N 0.1 0.0 0.1
C -0.1 0.0 0.0
C 0.0 0.0 -0.1
H 0.0 0.0 0.0
H 0.0 0.0 0.0
H 0.0 0.0 0.0
H 0.0 0.0 0.0
H 0.0 0.0 0.0
H 0.0 0.0 0.0
H 0.0 0.0 0.0
H 0.0 0.0 0.0
H 0.0 0.0 0.0
H -0.1 0.0 0.0
H 0.0 0.0 0.0
H 0.0 0.0 0.0

Löwdin population analysis, charges in e, atoms 1 to 99: 1.40 0.65 -0.67 -0.10 -0.04 -0.21 -0.01 -0.09 -0.08 -0.22 0.03 0.03 -0.23 -0.08 -0.22 -0.03 -0.09 -0.67 0.66 -0.10 -0.02 -0.21 0.06 -0.22 -0.01 -0.25 -0.15 -0.07 -0.66 0.65 -0.10 0.00 -0.25 0.02 0.01 -0.21 0.06 -0.05 -0.21 0.02 0.03 -0.23 0.02 -0.22 -0.02 -0.09 -0.67 0.67 -0.09 -0.03 0.02 0.01 0.00 0.11 0.12 0.11 0.11 0.11 0.11 0.10 0.11 0.11 0.13 0.15 0.12 0.10 0.12 0.11 0.11 0.11 0.12 0.13 0.11 0.11 0.13 0.12 0.11 0.01 -0.54 -0.06 0.09 -0.14 -0.34 -0.04 -0.18 -0.05 -0.36 -0.03 0.07 0.08 0.09 0.13 0.11 0.05 0.10 0.14 0.14 0.18 -0.06

[2]
The following is a quantum chemistry calculation of a structure of composition C57H47CuN4O4P2Se2Te at a distorted geometry, from the OMol25 dataset.

Output
2S+1: 2
Total charge: -1
⟨S²⟩: 0.7851
Kohn-Sham gap (alpha / beta) (hartree): 0.219 / 0.281
E_LUMO (alpha / beta) (Ha): 0.072 / 0.067
Highest occupied orbital energy (alpha / beta) (eV): -4.0 / -5.8

Cartesian coordinates (Å):
Cu 0.44315 1.69420 -1.85760
Se 7.68237 0.75525 -1.80271
P 5.93531 -0.15980 -1.07353
C 5.63677 -1.86491 -1.66090
C 5.80689 -2.06455 -3.02398
C 5.38521 -3.25770 -3.58371
C 4.83560 -4.28406 -2.82196
C 4.70875 -4.10018 -1.45378
C 5.09049 -2.90870 -0.85545
C 5.89128 -0.10508 0.71598
C 6.70828 -0.99732 1.44513
C 6.68887 -0.95381 2.83247
C 5.79016 -0.11818 3.49220
C 4.99243 0.77842 2.77726
C 5.08262 0.79587 1.39839
C 4.34775 0.52207 -1.52403
C 3.08290 0.19018 -1.03467
N 2.17713 0.83141 -1.84821
N 2.88751 1.49879 -2.76312
N 4.17645 1.34869 -2.58099
P 2.80912 -0.93268 0.37121
Se 1.27107 -2.24044 -0.71861
C 1.81768 0.07987 1.55565
C 1.18177 1.26338 1.25697
C 0.66243 2.08931 2.26541
C 0.74234 1.70652 3.59559
C 1.41373 0.54206 3.91262
C 1.92846 -0.25281 2.90902
C 1.22789 -3.63616 0.64430
C 2.38756 -4.20005 1.17181
C 2.29211 -5.27114 2.05335
C 1.06606 -5.73986 2.47957
C -0.10019 -5.15824 1.99775
C -0.02948 -4.12179 1.05951
H 6.23092 -1.24880 -3.61402
H 5.49431 -3.41986 -4.68216
H 4.55520 -5.23224 -3.24270
H 4.34612 -4.92632 -0.86111
H 5.02781 -2.77882 0.23181
H 7.40302 -1.68786 0.93295
H 7.32113 -1.60198 3.40745
H 5.71892 -0.12588 4.55511
H 4.26678 1.40494 3.28625
H 4.47083 1.51087 0.84304
H 1.14642 1.56680 0.21797
H 0.12632 2.99215 1.96427
H 0.24043 2.29602 4.34935
H 1.56793 0.19645 4.93133
H 2.54398 -1.12048 3.16688
H 3.33868 -3.78475 0.94048
H 3.19650 -5.67896 2.48390
H 0.96870 -6.51053 3.20882
H -1.05154 -5.54397 2.35026
H -0.91351 -3.74762 0.56604
C -7.23674 1.98010 0.01118
C -5.76989 2.15396 -0.23730
C -5.32940 3.35368 -0.76156
C -3.96831 3.59741 -1.00593
C -3.41439 4.78459 -1.52955
O -2.16728 4.74389 -2.00913
C -4.01573 6.11436 -1.51883
C -5.01702 6.51093 -0.61518
C -5.50795 7.82977 -0.61073
C -5.00145 8.78894 -1.47155
C -3.97933 8.40866 -2.33466
C -3.49774 7.10930 -2.36399
C -3.10618 2.48593 -0.82493
O -1.81886 2.54915 -1.24492
C -3.52844 1.30509 -0.22929
C -4.87023 1.15653 0.08383
C -2.53020 0.26295 0.15086
N -1.93322 -0.44087 -0.74058
C -2.27904 -0.31589 -2.11827
C -2.22234 -1.68322 -2.76513
Te -3.69493 -3.05152 -2.03788
C -2.36327 -4.67480 -1.66548
C -2.78274 -5.64602 -0.71337
C -1.96297 -6.73129 -0.45188
C -0.71625 -6.87307 -1.10051
C -0.32704 -5.89270 -2.01299
C -1.17604 -4.85056 -2.33977
C -2.28868 -0.00696 1.58264
C -2.85473 0.74417 2.62355
C -2.65324 0.43479 3.96662
C -1.84621 -0.63066 4.29521
C -1.23895 -1.36497 3.27481
C -1.49490 -1.06825 1.95972
H -7.70266 2.90661 0.30447
H -7.38845 1.33690 0.89388
H -7.80268 1.50160 -0.77706
H -6.01469 4.15492 -0.98327
H -5.39302 5.78197 0.09359
H -6.21450 8.06761 0.16175
H -5.28929 9.83229 -1.34488
H -3.52649 9.15527 -2.96798
H -2.67614 6.84659 -2.99134
H -5.22532 0.23310 0.54206
H -1.54881 0.27268 -2.61587
H -3.26976 0.12177 -2.27522
H -1.24942 -2.14894 -2.57784
H -2.33699 -1.56473 -3.85034
H -3.66408 -5.46876 -0.09344
H -2.24519 -7.49363 0.30007
H -0.05629 -7.65537 -0.77550
H 0.65607 -5.90877 -2.45374
H -0.82396 -4.11702 -3.04575
H -3.46226 1.63746 2.39071
H -3.14821 1.03288 4.73361
H -1.59468 -0.88350 5.30195
H -0.56273 -2.18401 3.57636
H -1.10128 -1.67172 1.16646
C 0.93499 4.57441 -2.20043
O -0.15388 3.63891 -2.20873
C -1.22527 3.89524 -1.20387
O -0.91149 4.33173 -0.09861
H 0.67754 5.35771 -2.94184
H 1.83058 4.01924 -2.46989
H 1.06264 5.02637 -1.20118

Cartesian forces, eV/Å:
Cu -0.2 0.2 0.0
Se -0.1 -0.1 -0.1
P 0.0 0.2 -0.2
C -0.3 -0.9 1.0
C -0.2 0.2 0.2
C 0.0 -0.7 -1.6
C 0.4 0.7 0.3
C 0.2 -0.1 0.1
C 0.8 0.8 -0.3
C 0.6 -1.0 0.8
C 0.2 0.3 -0.3
C -0.6 0.1 -0.2
C -0.1 0.5 -0.7
C 0.4 -0.5 0.3
C -0.3 0.5 -0.4
C -0.9 0.5 -0.3
C -0.3 0.1 -0.1
N 1.1 -0.5 0.4
N 0.2 0.4 -0.2
N -0.3 -0.3 -0.1
P -0.9 0.0 -0.2
Se 0.1 -0.3 0.6
C 0.4 -0.1 0.3
C -0.2 0.7 0.1
C -0.4 -0.1 -0.7
C -0.2 0.2 -0.3
C 0.2 -0.6 0.2
C 0.8 -0.6 -0.3
C -0.7 -0.1 0.0
C -0.9 -0.2 0.3
C 0.4 0.4 0.3
C -0.6 0.6 -0.3
C 0.1 0.3 -0.4
C 0.8 -0.4 -0.2
H -0.1 -0.4 0.0
H 0.0 0.2 1.0
H -0.1 -0.1 -0.3
H -0.1 0.0 0.2
H 0.0 0.0 -0.6
H -0.5 0.5 0.2
H 0.2 -0.3 0.1
H 0.0 -0.1 0.7
H 0.2 0.0 -0.1
H 0.2 -0.3 0.1
H -0.2 0.2 0.2
H 0.2 -0.2 0.1
H 0.2 0.1 0.1
H -0.2 0.3 0.0
H -0.3 0.1 0.0
H 0.5 0.1 -0.3
H 0.1 -0.1 -0.1
H 0.2 -0.6 0.4
H 0.0 0.2 -0.2
H -0.2 0.1 0.2
C -0.1 -0.7 1.3
C -0.7 0.4 -0.2
C 0.4 0.3 0.2
C 0.0 -0.9 -0.1
C -0.2 0.8 0.3
O 0.7 -0.3 0.0
C -0.2 0.1 0.1
C -0.3 0.4 -0.4
C 0.5 -1.2 0.3
C 0.2 0.0 0.5
C 0.1 -0.1 -0.1
C -0.3 0.2 0.3
C 0.3 -0.1 0.0
O 0.2 0.0 0.1
C 0.2 0.4 0.4
C -0.1 -0.4 0.0
C 0.0 -0.3 -1.4
N -0.1 0.2 1.5
C -0.8 -0.9 0.3
C 0.3 -0.1 -0.7
Te 0.3 -0.3 0.1
C -1.3 -0.5 0.6
C 0.6 0.7 -0.2
C 0.5 -0.7 0.0
C -0.9 1.0 0.3
C 0.0 -0.8 0.4
C 0.2 0.4 0.2
C -0.4 0.6 1.1
C -0.6 1.0 -0.5
C -0.4 0.2 -0.2
C 0.5 -0.2 -0.7
C 0.1 -0.5 1.0
C 0.4 -0.7 -0.4
H -0.2 0.5 -0.3
H 0.1 0.0 -0.2
H 0.0 0.1 -0.5
H -0.3 -0.1 0.0
H 0.0 0.3 0.1
H -0.4 0.3 0.1
H -0.1 -0.3 -0.3
H 0.1 0.1 -0.2
H 0.4 -0.1 -0.4
H 0.1 0.2 0.0
H 0.7 0.9 -0.6
H 0.0 0.2 -0.1
H -0.2 0.1 0.1
H -0.1 -0.2 0.2
H 0.1 -0.1 -0.4
H 0.1 0.6 -0.5
H 0.2 -0.2 -0.2
H 0.2 -0.2 -0.1
H 0.0 0.1 -0.2
H 0.3 -0.6 0.0
H 0.2 -0.1 -0.2
H -0.1 0.0 0.6
H -0.4 0.4 -0.5
H 0.4 -0.2 -0.2
C -0.6 0.5 0.0
O -0.2 -0.4 0.7
C 0.3 0.3 -0.5
O -0.1 -0.1 -0.3
H 0.4 -0.3 0.4
H 0.0 0.1 -0.2
H -0.2 -0.3 -0.4

Löwdin population analysis, charges in e, atoms 1 to 99: 0.47 0.22 0.46 -0.32 -0.11 -0.08 -0.09 -0.10 -0.12 -0.40 -0.09 -0.08 -0.08 -0.08 -0.13 -0.47 -0.52 -0.11 -0.06 0.01 0.86 0.78 -0.42 -0.08 -0.04 -0.09 -0.11 -0.15 -0.54 -0.14 -0.09 -0.10 -0.09 -0.13 0.09 0.11 0.10 0.10 0.07 0.12 0.09 0.09 0.11 0.12 0.06 0.11 0.10 0.11 0.10 0.04 0.10 0.09 0.10 0.08 -0.06 -0.27 0.02 -0.06 -0.16 0.07 -0.13 -0.03 -0.09 -0.11 -0.09 -0.02 -0.13 0.03 -0.12 0.00 -0.18 0.10 -0.34 -0.50 1.24 -0.56 -0.17 -0.11 -0.09 -0.09 -0.16 -0.14 -0.02 -0.09 -0.10 -0.08 -0.04 0.07 0.08 0.07 0.11 0.10 0.09 0.10 0.09 0.11 0.13 0.09 0.12